No. 1
C18H31AsMgN7O2S6 | the ωB97M-V functional and the def2-TZVPD basis

Cartesian coordinates (Å):
Mg  0.940  1.235  1.529
C  -2.014  3.205  1.602
C  -0.952  4.179  2.000
S  0.781  3.826  1.719
C  1.481  4.306  3.360
C  1.287  3.398  4.548
S  1.319  1.709  4.171
C  -0.215  0.899  4.689
C  -1.485  1.343  4.053
S  -1.647  1.525  2.251
H  -2.053  3.107  0.532
H  -2.970  3.682  1.992
H  -1.199  4.549  3.057
H  -1.141  5.140  1.364
H  1.142  5.413  3.536
H  2.530  4.324  3.258
H  0.391  3.746  5.129
H  2.168  3.529  5.182
H  -0.357  0.926  5.825
H  -0.049  -0.141  4.426
H  -1.743  2.345  4.433
H  -2.216  0.600  4.408
N  3.135  1.420  1.353
N  3.696  0.171  1.965
C  2.970  -0.933  2.003
N  3.652  -2.070  2.247
N  1.659  -0.753  1.724
N  0.782  -1.742  1.968
O  1.028  -2.732  2.642
O  -0.430  -1.456  1.589
H  3.210  1.326  0.305
H  3.667  2.239  1.726
H  4.623  0.123  2.294
H  4.659  -2.032  2.143
H  3.103  -2.892  2.598
S  0.942  -3.124  -3.417
C  0.868  -1.488  -3.319
S  1.205  -0.863  -1.721
C  0.839  0.779  -2.211
N  0.680  0.893  -3.522
N  0.746  -0.373  -4.135
C  0.423  -0.362  -5.559
C  -0.039  -1.501  -6.204
C  -0.309  -1.454  -7.641
C  -0.086  -0.303  -8.288
C  0.436  0.858  -7.678
C  0.575  0.844  -6.243
S  0.850  1.931  -0.987
H  -0.141  -2.444  -5.656
H  -0.713  -2.348  -8.072
H  -0.288  -0.163  -9.367
H  0.632  1.671  -8.332
H  1.082  1.747  -5.750
C  -4.266  -3.395  -0.855
As  -2.616  -2.597  0.085
C  -1.630  -3.981  -0.872
C  -2.808  -3.590  1.843
H  -5.152  -2.844  -0.671
H  -4.198  -4.429  -0.592
H  -3.889  -3.250  -1.850
H  -2.337  -4.878  -0.832
H  -0.635  -4.304  -0.418
H  -1.472  -3.619  -1.928
H  -3.457  -4.469  1.776
H  -3.215  -2.801  2.561
H  -1.781  -3.659  2.235

energy above the lowest of the compared OMol25 structures with the same formula, charge and spin: 0.00 kJ/mol
HOMO level: -0.34559 hartree
total charge: +1
HOMO-LUMO gap: 5.75 eV
multiplicity: 1

natural (NBO) population analysis, charges in e, atoms 1 to 2: atom 1 (Mg): 1.599, atom 2 (C): -0.522

No. 2
C18H31Cl6NO10 | the ωB97M-V functional and the def2-TZVPD basis

Cartesian coordinates (Å):
O  15.715  4.233  -17.123
C  16.351  3.207  -16.897
O  16.831  2.446  -17.825
C  17.268  1.224  -17.365
C  16.885  1.199  -15.900
O  16.460  2.613  -15.697
H  16.705  0.416  -17.833
H  18.341  1.141  -17.539
H  17.762  0.892  -15.330
H  16.011  0.599  -15.649
O  12.026  2.851  -13.352
C  11.018  2.139  -13.470
O  9.787  2.631  -13.317
C  8.845  1.543  -13.600
C  9.698  0.260  -13.770
O  10.958  0.833  -13.795
H  8.174  1.197  -12.814
H  8.235  1.692  -14.491
H  9.452  -0.170  -14.742
H  9.555  -0.397  -12.912
O  8.659  10.278  -15.124
C  9.492  9.374  -15.154
O  10.681  9.550  -15.749
C  11.535  8.456  -15.542
C  10.561  7.506  -14.767
O  9.415  8.232  -14.510
H  11.938  8.096  -16.489
H  12.391  8.774  -14.947
H  11.060  7.049  -13.913
H  10.238  6.665  -15.381
C  12.437  13.298  -18.618
N  13.526  12.490  -19.082
C  13.516  11.384  -19.823
C  12.218  10.753  -20.331
O  14.603  10.905  -20.137
H  12.786  14.076  -17.939
H  11.781  12.769  -17.927
H  11.881  13.679  -19.475
H  14.450  12.876  -18.950
H  12.339  10.370  -21.344
H  11.413  11.488  -20.315
H  11.837  9.974  -19.671
Cl  4.577  10.566  -10.809
C  5.176  12.222  -10.542
C  4.098  13.176  -10.198
Cl  4.873  14.639  -9.463
H  5.586  12.500  -11.514
H  5.974  12.141  -9.804
H  3.457  12.829  -9.387
H  3.481  13.360  -11.078
Cl  6.300  8.921  -19.707
C  4.975  9.896  -19.087
C  3.697  9.350  -19.672
Cl  2.339  10.199  -18.906
H  5.061  10.946  -19.368
H  4.906  9.740  -18.010
H  3.429  8.293  -19.686
H  3.699  9.487  -20.754
Cl  16.005  12.845  -14.450
C  14.972  13.321  -13.090
C  15.144  14.822  -12.708
Cl  16.800  15.354  -12.358
H  15.319  12.734  -12.240
H  13.945  13.090  -13.372
H  14.595  15.014  -11.786
H  14.698  15.533  -13.402

energy above the lowest of the compared OMol25 structures with the same formula, charge and spin: 272.29 kJ/mol
HOMO level: -0.33934 hartree
HOMO-LUMO gap: 9.61 eV
multiplicity: 1

natural (NBO) population analysis, charges in e, atoms 1 to 2: atom 1 (O): -0.593, atom 2 (C): 0.966